Version 1
{"formula": "C4H9NOS", "method": "ωB97M-V/def2-TZVPD", "multiplicity": 1, "orbital_gap_ev": [8.985, 6.272], "charge": 0, "elements": ["C", "C", "C", "C", "N", "O", "S", "H", "H", "H", "H", "H", "H", "H", "H", "H"], "positions_angstrom": [[-0.549, -1.372, -0.589], [-1.580, -1.065, 0.465], [0.550, 0.663, -0.515], [0.959, 1.814, 0.333], [0.667, -0.692, -0.306], [-3.409, 0.727, -0.676], [-2.347, 0.680, 0.354], [-0.239, -2.382, -0.513], [-0.806, -1.172, -1.584], [-2.430, -1.759, 0.500], [-1.116, -1.076, 1.378], [0.249, 0.892, -1.556], [0.234, 2.269, 1.026], [1.158, 2.647, -0.527], [1.873, 1.658, 0.893], [0.861, -1.025, 0.602]], "mulliken_charge": [-0.750, -0.705, -0.196, -0.807, -0.342, -0.503, 0.313, 0.358, 0.413, 0.397, 0.453, 0.323, 0.218, 0.233, 0.344, 0.251]}

***

Version 2
{"formula": "C4H9NOS", "method": "ωB97M-V/def2-TZVPD", "multiplicity": 1, "orbital_gap_ev": [7.992, 8.436], "charge": 0, "elements": ["C", "C", "C", "C", "N", "O", "S", "H", "H", "H", "H", "H", "H", "H", "H", "H"], "positions_angstrom": [[-0.280, 0.869, -0.984], [0.624, -1.196, 1.107], [-1.386, 0.649, -0.372], [-1.603, 1.475, 0.897], [1.436, -2.148, -0.851], [0.671, -2.100, 0.207], [2.723, -1.088, -1.041], [0.040, 0.307, -1.815], [0.447, 1.616, -0.668], [1.278, -0.406, 1.205], [-0.293, -1.371, 1.721], [-2.019, -0.005, -0.907], [-2.430, 1.214, 1.575], [-1.612, 2.493, 0.610], [-0.647, 1.386, 1.407], [3.049, -1.695, -2.089]], "mulliken_charge": [-0.951, -0.575, 0.150, -1.122, -0.193, -0.045, -0.139, 0.333, 0.302, 0.476, 0.291, 0.410, 0.281, 0.370, 0.264, 0.147]}

***

Tell me which of them is the most stable. Sure, it is version 1.

***

Version 1
{"formula": "C4H9NOS", "method": "ωB97M-V/def2-TZVPD", "multiplicity": 1, "orbital_gap_ev": 4.105, "charge": 0, "elements": ["O", "C", "C", "C", "C", "S", "N", "H", "H", "H", "H", "H", "H", "H", "H", "H"], "positions_angstrom": [[1.442, 1.556, -1.089], [1.146, 0.398, -1.151], [0.041, -0.064, -1.998], [-0.393, 1.846, 1.458], [-0.728, 0.895, 2.329], [0.524, -2.551, 1.022], [-0.500, -1.217, -1.803], [1.693, -0.389, -0.606], [-0.324, 0.534, -2.828], [0.180, 1.673, 0.561], [-0.595, 2.885, 1.698], [-0.309, -0.096, 2.206], [-1.635, 0.966, 2.914], [0.985, -3.332, 0.030], [-1.510, -1.288, -1.631], [-0.016, -1.815, -1.114]], "mulliken_charge": [-0.416, -0.023, 0.179, -0.193, -0.337, -0.646, -0.109, 0.362, 0.403, -0.096, 0.253, 0.102, 0.266, 0.069, 0.341, -0.154]}

***

Version 2
{"formula": "C4H9NOS", "method": "ωB97M-V/def2-TZVPD", "multiplicity": 1, "orbital_gap_ev": [8.342, 8.341], "charge": 0, "elements": ["C", "C", "C", "C", "N", "O", "S", "H", "H", "H", "H", "H", "H", "H", "H", "H"], "positions_angstrom": [[0.572, -0.431, 0.782], [-1.705, -0.238, 1.432], [1.423, -0.719, -0.190], [0.917, -1.072, -1.539], [-0.746, 1.831, 0.064], [-0.493, 1.653, 2.644], [-1.574, 1.517, 1.624], [0.952, -0.194, 1.906], [-1.290, 1.213, -0.596], [-2.269, -0.560, 0.637], [-1.339, -0.702, 2.292], [2.502, -0.794, -0.020], [-0.141, -1.314, -1.499], [1.298, -1.840, -2.049], [0.933, -0.184, -2.057], [-0.608, 2.817, -0.044]], "mulliken_charge": [-0.303, -0.858, 0.046, -1.300, -0.485, -0.579, 0.513, 0.170, 0.248, 0.473, 0.405, 0.361, 0.280, 0.480, 0.310, 0.240]}

***

Tell me which of them is the most stable. Sure, it is version 1.

***

Version 1
{"formula": "C4H9NOS", "method": "ωB97M-V/def2-TZVPD", "multiplicity": 1, "orbital_gap_ev": 9.943, "charge": 0, "elements": ["C", "C", "C", "C", "N", "O", "S", "H", "H", "H", "H", "H", "H", "H", "H", "H"], "positions_angstrom": [[0.762, 2.031, -0.020], [0.412, -1.996, 0.089], [0.994, 0.542, -0.331], [0.134, -0.535, 0.441], [-1.571, 0.188, -0.101], [-3.960, 0.008, -0.356], [-2.808, -0.618, 0.293], [-0.319, 2.238, 0.138], [0.877, 2.645, -0.938], [1.477, 2.412, 0.833], [0.566, -2.177, -1.083], [1.336, -2.211, 0.563], [-0.526, -2.596, 0.484], [1.977, 0.094, -0.156], [0.692, 0.438, -1.372], [-0.042, -0.463, 1.517]], "mulliken_charge": [-1.048, -0.977, -0.469, 0.020, -0.328, -0.476, 0.404, 0.335, 0.290, 0.249, 0.242, 0.364, 0.288, 0.406, 0.278, 0.423]}

***

Version 2
{"formula": "C4H9NOS", "method": "ωB97M-V/def2-TZVPD", "multiplicity": 1, "orbital_gap_ev": 8.598, "charge": 0, "elements": ["C", "C", "C", "C", "N", "O", "S", "H", "H", "H", "H", "H", "H", "H", "H", "H"], "positions_angstrom": [[-0.136, -1.196, -0.108], [-0.364, -1.643, -2.517], [0.328, 2.221, -0.342], [-0.226, -0.515, 2.502], [-0.293, -1.615, -1.278], [1.316, 1.366, 0.164], [-0.714, -1.822, 1.304], [-0.915, -1.066, -3.135], [0.113, -2.365, -3.016], [1.109, 0.519, -0.184], [0.692, 3.094, -0.676], [-0.369, 2.304, 0.464], [-0.114, 1.796, -1.218], [-1.218, -0.252, 3.129], [0.192, 0.208, 1.868], [0.598, -1.034, 3.044]], "mulliken_charge": [-0.063, -0.449, -0.608, -0.427, -0.178, -0.517, -0.101, 0.285, 0.277, 0.366, 0.334, 0.251, 0.234, 0.264, 0.054, 0.278]}

***

Tell me which of them is the most stable. Sure, it is version 1.

***

Version 1
{"formula": "C4H9NOS", "method": "ωB97M-V/def2-TZVPD", "multiplicity": 1, "orbital_gap_ev": 9.844, "charge": 0, "elements": ["C", "C", "C", "C", "N", "O", "S", "H", "H", "H", "H", "H", "H", "H", "H", "H"], "positions_angstrom": [[0.032, 0.192, -0.319], [1.164, 1.160, -0.756], [-0.573, -0.570, -1.471], [-0.164, -1.294, 1.822], [-0.005, -0.116, 1.086], [-0.421, 2.560, 1.107], [-1.139, 1.085, 0.783], [0.772, 2.225, -0.617], [1.248, 1.130, -1.890], [2.096, 0.903, -0.300], [0.057, -1.407, -1.882], [-0.827, 0.022, -2.357], [-1.620, -1.041, -1.308], [-0.636, -2.086, 1.112], [0.710, -1.671, 2.312], [-0.694, -1.091, 2.679]], "mulliken_charge": [0.848, -1.190, -1.412, -0.746, -0.012, -0.624, 0.245, 0.339, 0.321, 0.297, 0.304, 0.429, 0.329, 0.276, 0.286, 0.311]}

***

Version 2
{"formula": "C4H9NOS", "method": "ωB97M-V/def2-TZVPD", "smiles": "OSN1CC1.C=C", "multiplicity": 1, "orbital_gap_ev": 8.965, "charge": 0, "elements": ["O", "S", "N", "C", "C", "H", "H", "H", "H", "H", "C", "C", "H", "H", "H", "H"], "positions_angstrom": [[1.578, 0.062, -2.509], [1.549, 0.675, -1.055], [0.244, 1.660, -1.075], [-0.929, 1.296, -1.817], [-0.168, 2.581, -2.109], [0.945, -0.669, -2.638], [-1.945, 1.456, -1.289], [-0.943, 0.340, -2.406], [0.385, 2.663, -2.973], [-0.499, 3.557, -1.655], [-0.384, -2.378, 3.625], [-0.523, -2.115, 2.350], [-1.228, -2.529, 4.232], [0.645, -2.336, 4.031], [-1.425, -2.108, 1.761], [0.319, -1.696, 1.676]], "mulliken_charge": [-0.476, 0.110, -0.173, -0.323, -0.250, 0.334, 0.173, 0.144, 0.277, 0.182, -0.384, -0.399, 0.256, 0.205, 0.231, 0.094]}

***

Version 3
{"formula": "C4H9NOS", "method": "ωB97M-V/def2-TZVPD", "smiles": "C[C@H](CS)NC=O", "multiplicity": 1, "orbital_gap_ev": 10.122, "charge": 0, "elements": ["C", "C", "C", "S", "N", "C", "O", "H", "H", "H", "H", "H", "H", "H", "H", "H"], "positions_angstrom": [[0.404, -1.073, 1.049], [0.345, -0.011, -0.034], [0.081, 1.387, 0.633], [-1.255, 1.598, 1.840], [-0.576, -0.320, -1.133], [-0.068, -0.714, -2.367], [1.121, -0.742, -2.594], [0.821, -2.029, 0.742], [-0.577, -1.084, 1.542], [0.983, -0.614, 1.860], [1.289, 0.081, -0.641], [1.038, 1.726, 1.005], [-0.324, 1.947, -0.218], [-0.996, 0.567, 2.647], [-1.491, 0.101, -1.158], [-0.794, -0.818, -3.173]], "mulliken_charge": [-1.395, 0.466, -0.965, -0.178, -0.247, -0.049, -0.536, 0.336, 0.322, 0.373, 0.342, 0.396, 0.395, 0.090, 0.287, 0.362]}

***

Tell me which of them is the most stable. Sure, it is version 3.